No. 1
# C6H6

A single C6H6 molecule (the ωB97M-V functional and the def2-TZVPD basis, the OMol25 dataset).

Each line ends with the Löwdin charge.
Element x y z (Å)
C1 -2.50230 0.70985 0.28512  -0.11
C2 -1.22525 0.03728 0.05708  -0.08
C3 -0.19542 -0.55319 -0.14076  -0.05
C4 1.11802 -1.17640 -0.35029  -0.22
C5 2.18054 -0.18361 -0.14051  -0.15
C6 2.99649 0.67955 0.05235  0.11
H1 -2.84289 0.55393 1.31339  0.08
H2 -2.42476 1.78832 0.11208  0.08
H3 -3.26085 0.30892 -0.39356  0.08
H4 1.18634 -1.59289 -1.36330  0.12
H5 1.25278 -2.01748 0.34153  0.12
H6 3.71730 1.44572 0.22685  0.02

## Properties
SMILES: C#CCC#CC
Highest occupied orbital energy (Eh): -0.3524
Spin multiplicity: 1
DFT total energy (eV): -6315.56240
LUMO energy (eV): 1.0
Energy relative to the best compared isomer or geometry (same formula, charge and spin) (kcal per mole): 83.9

***

No. 2
# C6H6

A molecular structure, C6H6 at a distorted geometry (the ωB97M-V functional and the def2-TZVPD basis, the OMol25 dataset).

Each line ends with the Löwdin charge.
Element x y z (Å)
C1 -0.13511 -1.15199 2.84996  0.10
C2 0.12470 -0.47712 1.88678  -0.16
C3 0.43615 0.34841 0.71188  -0.20
C4 -0.51138 0.07714 -0.49195  -0.18
C5 -0.15979 0.62751 -1.76232  -0.22
C6 0.25824 0.51228 -2.90675  0.08
H1 -0.36040 -1.75697 3.70156  0.02
H2 1.46442 0.15756 0.39302  0.12
H3 0.42659 1.40779 1.03877  0.13
H4 -0.34686 -0.75424 -1.38552  0.17
H5 -1.56219 -0.00215 -0.20533  0.12
H6 0.36565 1.01178 -3.83009  0.02

## Properties
Highest occupied orbital energy (Eh): -0.3315
Spin multiplicity: 1
DFT total energy (eV): -6313.21255
LUMO energy (eV): 0.8
Energy relative to the best compared isomer or geometry (same formula, charge and spin) (kcal per mole): 138.1